Entry i
# C25H29N3O4S

A single C25H29N3O4S molecule (wB97M-V/def2-TZVPD, the OMol25 dataset).

ORCA input file:
```
! RIJCOSX wB97M-V def2-TZVPD def2/J DEFGRID3
* xyz 0 1
C -0.516 2.011 -5.544
C 0.823 1.286 -5.695
C 1.017 0.332 -4.532
O 0.612 -0.809 -4.578
N 1.628 0.844 -3.419
C 2.187 2.192 -3.309
C 2.606 2.361 -1.839
C 2.385 0.997 -1.260
C 2.632 0.541 0.014
C 2.310 -0.777 0.305
S 2.551 -1.338 1.975
O 3.867 -1.022 2.435
O 2.119 -2.711 2.083
N 1.493 -0.304 2.777
C 1.625 -0.328 4.220
C 0.930 -1.519 4.901
C -0.570 -1.272 4.915
O -1.057 -0.547 5.766
N -1.346 -1.848 3.966
C -0.933 -2.570 2.783
C -1.244 -1.766 1.551
C -2.111 -0.756 1.542
C -2.343 0.040 0.322
C -3.629 0.275 -0.157
C -3.825 1.011 -1.311
C -2.742 1.533 -1.998
C -1.461 1.311 -1.525
C -1.260 0.568 -0.377
C -2.859 -0.356 2.787
C -2.732 -1.431 3.867
C 1.769 -1.622 -0.644
C 1.512 -1.167 -1.929
C 1.818 0.154 -2.224
H -0.701 2.640 -6.411
H -1.320 1.284 -5.463
H -0.533 2.639 -4.655
H 0.790 0.677 -6.600
H 1.642 1.998 -5.784
H 1.446 2.940 -3.601
H 3.052 2.283 -3.975
H 3.646 2.673 -1.746
H 1.990 3.101 -1.324
H 3.058 1.164 0.783
H 0.542 -0.449 2.463
H 2.699 -0.360 4.411
H 1.219 0.606 4.621
H 1.250 -1.543 5.944
H 1.224 -2.449 4.420
H 0.129 -2.815 2.793
H -1.482 -3.523 2.748
H -0.732 -2.064 0.648
H -4.480 -0.140 0.361
H -4.828 1.177 -1.677
H -2.899 2.110 -2.898
H -0.612 1.720 -2.050
H -0.259 0.405 -0.006
H -3.910 -0.176 2.559
H -2.441 0.585 3.159
H -3.042 -1.042 4.838
H -3.339 -2.303 3.611
H 1.557 -2.641 -0.362
H 1.081 -1.811 -2.676
*
```

## Properties
- SMILES: CCC(=O)N1CCc2cc(S(=O)(=O)NCCC(=O)N3CC=C(c4ccccc4)CC3)ccc21
- LUMO energy: 0.42 eV
- Orbital gap: 9.25 eV

natural (NBO) population analysis, charges in e, atoms 1 to 5:
1 C -0.60
2 C -0.49
3 C 0.70
4 O -0.60
5 N -0.44

Entry ii
# C25H29N3O4S

A single C25H29N3O4S molecule (wB97M-V/def2-TZVPD, the OMol25 dataset).

ORCA input file:
```
! RIJCOSX wB97M-V def2-TZVPD def2/J DEFGRID3
* xyz 0 1
C 5.547 2.040 1.686
C 4.305 2.793 2.146
C 3.785 3.725 1.048
O 3.300 3.034 -0.086
C 1.994 2.656 -0.139
C 1.541 2.220 -1.386
C 0.223 1.871 -1.587
C -0.681 1.944 -0.530
N -2.045 1.641 -0.660
C -2.735 1.286 -1.771
O -2.279 1.224 -2.893
C -4.183 0.892 -1.473
C -4.206 -0.591 -1.051
C -3.302 -0.776 0.164
O -3.452 -0.277 1.255
N -2.256 -1.540 -0.254
C -1.113 -1.825 0.535
C 0.151 -1.537 0.046
C 1.271 -1.827 0.802
C 1.134 -2.397 2.065
O 2.152 -2.756 2.887
C 3.493 -2.593 2.467
C 3.992 -1.160 2.626
C -0.148 -2.649 2.560
C -1.264 -2.373 1.802
C -2.412 -1.942 -1.580
S -1.379 -2.895 -2.407
N -3.592 -1.459 -2.026
C -3.982 -1.496 -3.396
C -5.412 -1.808 -3.720
C -4.346 -2.821 -3.998
C -0.224 2.329 0.724
C 1.097 2.684 0.924
H 6.351 2.737 1.462
H 5.887 1.357 2.460
H 5.326 1.472 0.786
H 3.526 2.079 2.419
H 4.538 3.395 3.026
H 4.613 4.332 0.670
H 3.015 4.399 1.443
H 2.247 2.180 -2.200
H -0.113 1.558 -2.561
H -2.550 1.663 0.217
H -4.607 1.494 -0.669
H -4.774 1.019 -2.381
H -5.236 -0.896 -0.834
H 0.266 -1.090 -0.929
H 2.240 -1.604 0.386
H 4.064 -3.256 3.123
H 3.616 -2.938 1.434
H 5.041 -1.110 2.348
H 3.883 -0.844 3.660
H 3.428 -0.478 1.995
H -0.240 -3.081 3.544
H -2.251 -2.578 2.186
H -3.450 -0.779 -4.014
H -6.089 -2.002 -2.902
H -5.866 -1.288 -4.549
H -4.049 -3.008 -5.017
H -4.289 -3.688 -3.360
H -0.911 2.354 1.558
H 1.407 2.985 1.912
*
```

## Properties
- SMILES: CCCOc1ccc(NC(=O)C[C@@H]2C(=O)N(c3ccc(OCC)cc3)C(=S)N2C2CC2)cc1
- LUMO energy: 0.64 eV
- Orbital gap: 8.62 eV

natural (NBO) population analysis, charges in e, atoms 1 to 5:
1 C -0.61
2 C -0.42
3 C -0.06
4 O -0.50
5 C 0.28

Stability summary - winner: entry i; margin: 8.8 kcal/mol.

Entry i
# C7H31NO7

8 unconnected molecules or ions with the total composition C7H31NO7 (wB97M-V/def2-TZVPD, the OMol25 dataset).

ORCA input file:
```
! RIJCOSX wB97M-V def2-TZVPD def2/J DEFGRID3
* xyz 0 1
C -2.647 -1.722 0.232
C -1.501 -1.440 1.169
C -0.283 -0.656 0.490
C -0.422 0.491 -0.444
C 0.803 1.546 -0.533
N -1.425 1.371 0.136
C -2.000 2.258 -0.978
C -2.801 1.478 -2.030
H -2.358 -2.406 -0.518
H -3.361 -2.200 0.775
H -3.076 -0.853 -0.271
H -1.140 -2.442 1.477
H -1.651 -1.104 2.208
H 0.167 -1.441 -0.079
H 0.246 -0.307 1.420
H -0.699 0.119 -1.534
H 1.022 2.126 -1.373
H 1.736 0.945 -0.416
H 1.003 2.364 0.213
H -2.154 0.850 0.616
H -1.184 2.858 -1.309
H -2.834 2.632 -0.343
H -3.353 0.596 -1.857
H -3.342 2.172 -2.714
H -2.104 0.801 -2.799
O 0.269 3.455 2.665
H -0.630 3.829 2.388
H 0.395 2.866 1.995
O -0.248 1.166 3.718
H -1.004 1.193 3.102
H -0.232 2.107 4.027
O 0.500 -2.422 -4.207
H 1.096 -2.225 -3.568
H 0.709 -1.736 -4.797
O 2.025 -2.736 -2.080
H 3.036 -2.863 -2.243
H 1.876 -3.024 -1.262
O 2.177 0.471 2.289
H 1.681 1.248 1.894
H 1.660 0.507 3.101
O 2.731 -1.839 0.921
H 2.442 -2.686 1.366
H 2.286 -1.127 1.299
O 4.415 -1.528 -1.055
H 3.961 -0.755 -0.933
H 4.212 -1.937 -0.159
*
```

## Properties
- SMILES: CCC[C@H](C)NCC.O.O.O.O.O.O.O
- LUMO energy: 0.23 eV
- Orbital gap: 9.50 eV

natural (NBO) population analysis, charges in e, atoms 1 to 5:
1 C -0.62
2 C -0.40
3 C -0.44
4 C -0.05
5 C -0.64

Entry ii
# C7H31NO7

8 unconnected molecules or ions with the total composition C7H31NO7 (wB97M-V/def2-TZVPD, the OMol25 dataset).

ORCA input file:
```
! RIJCOSX wB97M-V def2-TZVPD def2/J DEFGRID3
* xyz 0 1
C 1.468 3.394 -0.281
C 1.955 1.957 -0.476
C 1.627 0.923 0.638
C 0.244 1.122 1.302
N -0.751 0.196 0.757
C -0.488 -1.214 0.901
C -1.733 -2.104 0.733
C -2.998 -1.536 1.417
H 1.504 3.949 -1.214
H 0.397 3.448 -0.060
H 1.990 3.802 0.581
H 1.793 1.572 -1.485
H 3.044 2.072 -0.422
H 1.701 -0.064 0.198
H 2.401 0.993 1.398
H 0.382 0.839 2.351
H -0.211 2.104 1.267
H -1.004 0.386 -0.192
H 0.250 -1.580 0.174
H -0.054 -1.445 1.879
H -1.901 -2.221 -0.343
H -1.566 -3.149 1.001
H -2.725 -0.665 1.989
H -3.666 -1.089 0.682
H -3.425 -2.297 2.060
O 0.871 -2.907 -1.924
H 1.640 -2.337 -2.052
H 1.217 -3.755 -1.629
O -2.293 1.613 3.140
H -1.480 1.205 2.798
H -2.841 1.678 2.352
O -1.201 -1.457 -2.972
H -0.432 -1.937 -2.621
H -1.866 -2.014 -3.372
O -1.540 1.427 -3.696
H -1.079 0.975 -2.971
H -1.698 0.625 -4.213
O -3.633 1.977 -1.860
H -2.964 1.999 -2.568
H -3.903 1.059 -1.779
O 3.880 -0.472 2.776
H 2.928 -0.434 2.893
H 4.015 -1.147 2.094
O 3.732 -1.677 0.258
H 3.872 -2.603 0.470
H 4.542 -1.215 0.022
*
```

## Properties
- SMILES: CCCCNCCC.O.O.O.O.O.O.O
- LUMO energy: -0.38 eV
- Orbital gap: 8.21 eV

natural (NBO) population analysis, charges in e, atoms 1 to 5:
1 C -0.62
2 C -0.40
3 C -0.44
4 C -0.23
5 N -0.66

Stability summary - winner: entry ii; margin: 71.5 kcal/mol.

Entry i
# CH3Cl2P

2 unconnected molecules or ions with the total composition CH3Cl2P (wB97M-V/def2-TZVPD, the OMol25 dataset).

ORCA input file:
```
! RIJCOSX wB97M-V def2-TZVPD def2/J DEFGRID3
* xyz 0 1
C 0.115 0.065 -0.271
P 0.534 2.804 1.548
Cl -0.447 3.958 0.194
Cl -0.890 2.942 2.896
H -0.900 0.158 -0.692
H 0.517 -0.753 0.288
H 0.581 0.945 -0.653
*
```

## Properties
- LUMO energy (alpha / beta): -1.10 / -0.02 eV
- Orbital gap (alpha / beta): 7.88 / 8.24 eV

natural (NBO) population analysis, charges in e, atoms 1 to 5:
1 C -0.53
2 P 0.56
3 Cl -0.30
4 Cl -0.27
5 H 0.17

Entry ii
# CH3Cl2P

A single CH3Cl2P molecule (wB97M-V/def2-TZVPD, the OMol25 dataset).

ORCA input file:
```
! RIJCOSX wB97M-V def2-TZVPD def2/J DEFGRID3
* xyz 0 1
Cl -0.812 -1.261 0.523
C -1.305 -0.347 -0.885
P -0.864 1.623 -0.992
Cl 0.820 1.731 0.024
H -0.813 -0.836 -1.702
H -2.455 -0.351 -0.984
H -1.387 2.098 0.255
*
```

## Properties
- SMILES: ClCPCl
- LUMO energy: 0.72 eV
- Orbital gap: 10.27 eV

natural (NBO) population analysis, charges in e, atoms 1 to 5:
1 Cl -0.02
2 C -0.67
3 P 0.55
4 Cl -0.28
5 H 0.22

Stability summary - winner: entry ii; margin: 37.1 kcal/mol.

Entry i
# C2H5BrO2P

A gas-phase ion, C2H5BrO2P (charge -1) (wB97M-V/def2-TZVPD, the OMol25 dataset).

ORCA input file:
```
! RIJCOSX wB97M-V def2-TZVPD def2/J DEFGRID3
* xyz -1 1
C -0.314 -0.529 -0.325
C 0.748 0.467 -0.040
P 2.518 -0.865 0.233
O 2.481 -1.940 -0.768
O 2.930 -1.246 1.571
Br 4.146 0.648 -0.274
H -0.002 -1.483 0.239
H -1.262 -0.120 0.253
H -0.436 -0.684 -1.416
H 0.563 1.169 0.808
H 1.211 1.111 -0.838
*
```

## Properties
- SMILES: CC[P@](=O)([O-])Br
- LUMO energy: 3.63 eV
- Orbital gap: 8.43 eV

natural (NBO) population analysis, charges in e, atoms 1 to 5:
1 C -0.65
2 C -0.66
3 P 2.03
4 O -1.15
5 O -1.15

Entry ii
# C2H5BrO2P

2 unconnected molecules or ions with the total composition C2H5BrO2P (wB97M-V/def2-TZVPD, the OMol25 dataset).

ORCA input file:
```
! RIJCOSX wB97M-V def2-TZVPD def2/J DEFGRID3
* xyz -1 1
C -0.718 1.253 -0.786
C -0.243 -0.168 -0.284
O 0.291 -0.591 2.962
O -0.354 -1.031 -1.557
P 1.271 0.011 2.058
Br 2.680 -1.763 1.547
H -1.732 1.519 -0.353
H 0.095 1.938 -0.513
H -0.804 1.211 -1.914
H 0.454 -1.577 -1.542
H -0.938 -0.800 0.382
*
```

## Properties
- LUMO energy (alpha / beta): 3.62 / 3.62 eV
- Orbital gap (alpha / beta): 6.45 / 6.46 eV

natural (NBO) population analysis, charges in e, atoms 1 to 5:
1 C -0.69
2 C -0.21
3 O -1.11
4 O -0.82
5 P 1.12

Stability summary - winner: entry i; margin: 69.3 kcal/mol.